(1)
Molecular formula: C4H3O2
Method: DFT, wB97M-V/def2-TZVPD

Geometry as ORCA input:
```
! wB97M-V def2-TZVPD RIJCOSX def2/J DEFGRID3
* xyz 1 1
C 0.246 2.031 -0.010
C -0.543 1.115 0.046
C 0.759 -1.386 0.027
C -1.358 0.040 -0.131
O -2.478 -0.157 0.044
O -0.437 -1.427 -0.035
H 1.082 2.698 0.101
H 1.397 -2.381 0.344
H 1.332 -0.533 -0.385
*
```

The molecular weight is 83.07 Da. The value obtained for the HOMO energy is -16.95 eV. Its max |F| is 0.0916 Eh/bohr. The calculation puts the total energy at -304.25626 a.u. The relative energy (zero: lowest compared OMol25 entry of this formula, charge and spin) is 229.79 kJ/mol.

***

(2)
Molecular formula: C4H3O2S
Method: DFT, wB97M-V/def2-TZVPD

Geometry as ORCA input:
```
! wB97M-V def2-TZVPD RIJCOSX def2/J DEFGRID3
* xyz -1 1
C -1.462 0.731 -0.053
C -0.820 -0.115 -0.755
C 1.126 -0.384 -0.517
C 1.286 -0.655 0.914
O 1.854 -0.367 -1.480
O 0.955 -1.531 1.695
S 1.578 1.020 1.244
H -2.527 0.902 -0.223
H -0.775 1.080 0.759
H -1.215 -0.682 -1.585
*
```

The molecular weight is 115.13 Da. The value obtained for the HOMO energy is -4.03 eV. Its max |F| is 0.1038 Eh/bohr. The calculation puts the total energy at -702.85132 a.u. The relative energy (zero: lowest compared OMol25 entry of this formula, charge and spin) is 155.70 kJ/mol.

***

(3)
Molecular formula: C4H3O2Sn
Method: DFT, wB97M-V/def2-TZVPD

Geometry as ORCA input:
```
! wB97M-V def2-TZVPD RIJCOSX def2/J DEFGRID3
* xyz 2 2
C -2.420 -0.082 -0.109
C -1.193 -0.123 -0.152
C 0.154 -0.214 -0.143
C 1.269 0.444 0.133
H 2.022 -1.288 -0.092
H 1.477 1.480 -0.142
O -3.695 0.005 -0.180
H -4.128 0.029 0.688
O 2.411 -0.362 0.173
Sn 4.103 0.111 -0.174
*
```

The molecular weight is 201.78 Da. The value obtained for the HOMO energy (spin up / spin down) is -16.06 / -17.19 eV. Its expectation value of S² is 0.768. Its max |F| is 0.1607 Eh/bohr. The calculation puts the total energy at -518.04402 a.u.

***

(4)
Molecular formula: C4H3O2Tl
Method: DFT, wB97M-V/def2-TZVPD

Geometry as ORCA input:
```
! wB97M-V def2-TZVPD RIJCOSX def2/J DEFGRID3
* xyz -1 2
O -2.708 0.240 -0.505
C -1.498 0.576 -0.790
C -0.315 -0.085 -0.445
C 0.825 0.513 0.143
C 1.890 -0.394 0.376
O 3.051 -0.369 -0.129
H -0.295 -1.171 -0.713
H 1.693 -1.246 1.092
Tl -2.400 -0.658 1.446
H -1.457 1.617 -1.203
*
```

The molecular weight is 287.45 Da. The value obtained for the HOMO energy (spin up / spin down) is -1.40 / -3.15 eV. Its expectation value of S² is 0.778. Its max |F| is 0.0602 Eh/bohr. The calculation puts the total energy at -477.07064 a.u. The relative energy (zero: lowest compared OMol25 entry of this formula, charge and spin) is 0.00 kJ/mol.

***

Copy entry 4 word for word.
Molecular formula: C4H3O2Tl
Method: DFT, wB97M-V/def2-TZVPD

Geometry as ORCA input:
```
! wB97M-V def2-TZVPD RIJCOSX def2/J DEFGRID3
* xyz -1 2
O -2.708 0.240 -0.505
C -1.498 0.576 -0.790
C -0.315 -0.085 -0.445
C 0.825 0.513 0.143
C 1.890 -0.394 0.376
O 3.051 -0.369 -0.129
H -0.295 -1.171 -0.713
H 1.693 -1.246 1.092
Tl -2.400 -0.658 1.446
H -1.457 1.617 -1.203
*
```

The molecular weight is 287.45 Da. The value obtained for the HOMO energy (spin up / spin down) is -1.40 / -3.15 eV. Its expectation value of S² is 0.778. Its max |F| is 0.0602 Eh/bohr. The calculation puts the total energy at -477.07064 a.u. The relative energy (zero: lowest compared OMol25 entry of this formula, charge and spin) is 0.00 kJ/mol.

***

> Among the records above, which one has the highest molecular weight?

C4H3O2Tl